Here is a single C8H16O4S molecule from the OMol25 dataset. Energies are from ωB97M-V/def2-TZVPD.

Values from the calculation:
electronic energy = -1013.5101 hartree
SMILES = CCCCCC[C@@H]1COS(=O)(=O)O1
max |F| = 3.04 eV Å⁻¹
LUMO level = 0.63 eV
energy above the lowest of the compared OMol25 structures with the same formula, charge and spin = 58.8 kJ/mol
HOMO energy = -10.780 eV

Positions of all 29 atoms, in Å:
S  1.79  0.54  -2.96
O  2.72  -0.74  -2.53
O  0.32  -0.23  -2.97
O  1.78  1.47  -1.81
O  1.96  1.08  -4.30
C  1.92  -1.46  -1.55
C  -0.73  -1.64  -1.14
C  -0.65  -0.90  0.25
C  0.46  -1.36  -2.08
C  -0.05  1.20  3.56
C  -1.60  1.20  1.48
C  -1.61  0.31  0.21
C  -0.18  1.55  2.03
H  0.40  -0.64  0.45
H  -1.03  1.25  4.07
H  -0.05  2.65  1.99
H  -2.63  -0.12  0.14
H  -0.89  -2.72  -1.04
H  2.24  -2.50  -1.67
H  -1.46  0.86  -0.73
H  -2.06  2.16  1.19
H  0.65  1.12  1.46
H  0.42  -2.21  -2.80
H  -2.27  0.78  2.24
H  2.15  -0.97  -0.59
H  0.59  1.96  4.03
H  -0.97  -1.63  1.01
H  0.43  0.22  3.71
H  -1.62  -1.22  -1.65

Löwdin population analysis, charges in e, atoms 1 to 4:
1. S 0.728
2. O -0.205
3. O -0.167
4. O -0.267

Here is C4H9BBr3ClO as an isolated structure from the OMol25 dataset. Energies are from ωB97M-V/def2-TZVPD.

Values from the calculation:
electronic energy = -8440.1039 hartree
max |F| = 3.62 eV Å⁻¹
LUMO level = -0.26 eV
HOMO energy = -10.423 eV

Positions of all 19 atoms, in Å:
Br  0.03  -0.24  -3.42
Br  -2.47  1.01  -1.81
Br  -0.99  2.74  -4.09
Cl  1.92  -1.84  -0.52
O  -1.83  -1.16  2.09
C  -0.13  0.00  0.37
C  1.18  -0.89  0.88
C  2.25  0.01  1.74
C  -1.50  0.96  -3.50
B  -1.15  0.09  1.69
H  2.65  0.94  1.11
H  -1.59  -1.85  1.38
H  -1.31  1.07  2.33
H  -0.61  -0.62  -0.53
H  -2.19  0.56  -4.25
H  1.68  0.42  2.70
H  0.73  -1.69  1.63
H  0.16  1.09  0.07
H  3.17  -0.60  2.14

Löwdin population analysis, charges in e, atoms 1 to 4:
1. Br 0.573
2. Br 0.622
3. Br 0.559
4. Cl 0.476

Here is a single C5H10N2 molecule from the OMol25 dataset. Energies are from ωB97M-V/def2-TZVPD.

Values from the calculation:
electronic energy = -305.8454 hartree
max |F| = 4.73 eV Å⁻¹
LUMO level (alpha / beta) = -0.25 / -0.88 eV
energy above the lowest of the compared OMol25 structures with the same formula, charge and spin = 468.4 kJ/mol
HOMO energy (alpha / beta) = -8.933 / -8.482 eV

Positions of all 17 atoms, in Å:
N  0.60  -2.03  -0.25
N  -1.33  -0.37  1.67
C  -0.77  0.05  -0.85
C  0.22  0.36  -1.95
C  -0.28  -0.20  0.93
C  0.75  0.90  1.15
C  0.57  -1.71  0.91
H  0.82  -2.15  1.86
H  0.31  1.88  0.95
H  -0.31  0.79  -2.81
H  -1.46  -0.75  -1.09
H  -1.35  0.95  -0.60
H  1.06  0.87  2.19
H  0.75  -0.53  -2.28
H  0.96  1.10  -1.63
H  1.61  0.76  0.51
H  -2.16  0.09  1.30

Löwdin population analysis, charges in e, atoms 1 to 4:
1. N 0.183
2. N 0.137
3. C -0.177
4. C -0.145

Here is C25H29BrHfN3O4S2Se4 as an isolated structure from the OMol25 dataset. Energies are from ωB97M-V/def2-TZVPD.

Values from the calculation:
electronic energy = -14459.3977 hartree
max |F| = 1.16 eV Å⁻¹
LUMO level = -3.04 eV
charge = +1
energy above the lowest of the compared OMol25 structures with the same formula, charge and spin = 18.7 kJ/mol
HOMO energy = -9.554 eV

Positions of all 69 atoms, in Å:
Hf  0.33  -0.14  0.08
Br  -1.34  -7.33  -0.13
Se  1.92  -0.77  1.99
Se  -0.21  2.38  0.84
Se  0.58  0.32  3.61
Se  0.80  2.53  2.97
S  2.73  -0.92  -1.20
S  -2.39  1.04  -0.80
O  -0.72  -2.25  1.13
O  -1.78  -0.11  0.02
O  0.70  0.99  -1.60
O  -0.11  -1.59  -1.32
N  1.93  1.57  -1.53
N  0.16  -4.20  -4.52
N  0.51  -2.20  -3.77
C  -1.26  -2.54  2.42
C  -0.28  -3.83  -2.10
C  -3.86  1.51  0.16
C  1.30  -1.15  -5.93
C  -0.93  -5.53  -0.53
C  3.01  0.75  -1.34
C  4.26  1.37  -1.28
C  -0.34  -2.86  -1.08
C  0.11  -3.43  -3.42
C  0.60  -3.45  -5.60
C  1.30  -2.77  -7.75
C  -5.37  3.42  0.79
C  -0.98  -4.58  0.50
C  0.84  -2.17  -5.11
C  -0.69  -3.27  0.22
C  -3.13  0.24  -2.26
C  -4.76  -1.50  -1.29
C  -0.60  -5.17  -1.81
C  2.02  2.91  -1.64
C  0.83  -3.78  -6.93
C  -3.49  -1.24  -2.10
C  3.24  3.52  -1.59
C  4.38  2.73  -1.40
C  -4.15  3.00  -0.03
C  1.53  -1.48  -7.26
H  5.36  3.20  -1.34
H  -3.60  -1.65  -3.10
H  -4.61  -1.28  -0.24
H  1.49  -0.15  -5.56
H  5.12  0.74  -1.11
H  -5.05  -2.55  -1.38
H  -4.32  3.21  -1.08
H  3.30  4.59  -1.67
H  -5.21  3.23  1.85
H  -3.27  3.57  0.29
H  -1.25  -4.91  1.50
H  -2.37  0.37  -3.03
H  -6.26  2.88  0.47
H  1.90  -0.72  -7.93
H  1.09  3.43  -1.76
H  -0.07  -5.18  -4.54
H  -4.00  0.85  -2.52
H  -0.55  -5.93  -2.57
H  -1.38  -1.59  2.93
H  -2.65  -1.75  -1.63
H  -5.59  -0.90  -1.67
H  -2.23  -3.03  2.32
H  0.66  -4.78  -7.31
H  -5.56  4.49  0.66
H  1.49  -2.98  -8.79
H  -0.57  -3.17  2.99
H  -3.58  1.29  1.19
H  0.62  -1.47  -3.06
H  -4.70  0.89  -0.14

Löwdin population analysis, charges in e, atoms 1 to 4:
1. Hf 1.023
2. Br 0.782
3. Se 0.079
4. Se 0.103

Here is a single C4H6O molecule from the OMol25 dataset. Energies are from ωB97M-V/def2-TZVPD.

Values from the calculation:
electronic energy = -231.1748 hartree
SMILES = C=C[C@H]1CO1
max |F| = 1.69 eV Å⁻¹
LUMO level = 1.21 eV
energy above the lowest of the compared OMol25 structures with the same formula, charge and spin = 128.5 kJ/mol
HOMO energy = -9.595 eV

Positions of all 11 atoms, in Å:
O  0.96  -0.57  -0.62
C  1.40  -0.09  0.62
C  -1.06  0.60  0.05
C  -1.77  -0.51  0.08
C  0.39  0.64  -0.23
H  -1.57  1.57  0.27
H  0.84  1.49  -0.75
H  -1.33  -1.49  -0.06
H  2.44  0.23  0.62
H  1.08  -0.63  1.46
H  -2.84  -0.47  0.29

Löwdin population analysis, charges in e, atoms 1 to 4:
1. O -0.053
2. C -0.102
3. C -0.133
4. C 0.015

Here is H6N2Si as an isolated structure from the OMol25 dataset. Energies are from ωB97M-V/def2-TZVPD.

Values from the calculation:
electronic energy = -402.4416 hartree
max |F| = 5.50 eV Å⁻¹
LUMO level = -0.10 eV
energy above the lowest of the compared OMol25 structures with the same formula, charge and spin = 265.2 kJ/mol
HOMO energy = -9.454 eV

Positions of all 9 atoms, in Å:
Si  0.49  1.32  0.39
N  -0.34  -2.31  -0.37
N  -0.77  0.41  -0.07
H  -0.46  -2.10  0.55
H  1.59  1.80  -0.39
H  -0.11  -3.25  -0.35
H  0.71  1.88  1.81
H  -1.44  1.36  0.65
H  -1.42  -2.61  -0.42

Löwdin population analysis, charges in e, atoms 1 to 4:
1. Si 0.494
2. N -0.009
3. N -0.317
4. H -0.074

Here is C13H6AlF6N8O8S3 as an isolated structure from the OMol25 dataset. Energies are from ωB97M-V/def2-TZVPD.

Values from the calculation:
electronic energy = -3575.2541 hartree
max |F| = 3.19 eV Å⁻¹
LUMO level = 2.18 eV
charge = -1
energy above the lowest of the compared OMol25 structures with the same formula, charge and spin = 0.1 kJ/mol
HOMO energy = -6.098 eV

Positions of all 45 atoms, in Å:
S  -2.56  -2.48  0.00
S  2.64  2.96  -1.30
S  -0.56  -4.10  1.14
Al  -0.49  -1.07  1.81
F  -2.86  -3.35  -2.43
F  -1.26  -6.54  1.50
F  -0.80  -5.54  3.37
F  -3.69  -1.34  -2.07
F  -2.69  -5.17  2.35
F  -1.53  -1.67  -2.35
O  -3.91  -2.64  0.33
O  -1.44  -1.21  3.43
O  -0.69  0.91  1.61
O  0.86  -0.05  2.74
O  -1.89  -1.31  0.57
O  0.96  2.16  2.30
O  0.58  -4.75  0.66
O  -0.38  -2.95  2.06
N  2.59  1.83  -3.67
N  1.90  -1.70  -0.12
N  0.43  1.09  2.23
N  -1.95  -2.39  6.67
N  -3.28  1.75  6.54
N  -1.68  -3.76  0.12
N  -1.92  -0.14  4.04
N  2.88  0.34  -1.90
C  2.41  3.18  -3.88
C  2.47  5.37  -2.81
C  -1.99  -1.37  6.15
C  -2.16  -0.22  5.30
C  2.74  1.60  -2.39
C  -2.80  0.91  5.95
C  -1.40  -5.42  2.16
C  2.47  4.01  -2.71
C  -2.62  -2.18  -1.85
C  2.27  5.96  -4.07
C  2.24  3.79  -5.13
C  2.16  5.18  -5.21
C  0.95  -1.33  0.45
H  2.22  7.08  -4.13
H  1.98  5.75  -6.10
H  2.67  0.07  -0.95
H  2.47  6.02  -1.91
H  2.14  3.15  -5.97
H  2.52  -0.42  -2.53

Löwdin population analysis, charges in e, atoms 1 to 4:
1. S 0.691
2. S 1.055
3. S 0.690
4. Al -0.221

Here is a 6-piece molecular cluster, C4H19N2O6S overall from the OMol25 dataset. Energies are from ωB97M-V/def2-TZVPD.

Values from the calculation:
electronic energy = -1122.9587 hartree
max |F| = 3.27 eV Å⁻¹
LUMO level = 3.12 eV
charge = -1
energy above the lowest of the compared OMol25 structures with the same formula, charge and spin = 302.2 kJ/mol
HOMO energy = -4.216 eV

Positions of all 32 atoms, in Å:
S  -0.45  -1.11  -0.18
O  -4.02  0.73  0.02
O  -2.85  0.24  2.33
O  1.25  -3.81  -1.54
O  1.27  -1.15  -4.01
O  -2.28  0.01  -3.31
O  2.07  1.14  -1.63
N  2.52  0.88  3.12
N  0.61  1.61  -0.03
C  0.30  -0.51  1.46
C  1.12  0.78  1.06
C  0.90  1.35  -1.37
C  1.49  1.61  2.32
H  -2.28  -0.94  -3.10
H  -3.11  0.47  -0.23
H  1.85  -1.74  -3.55
H  1.93  0.16  0.67
H  1.43  -2.90  -1.31
H  1.72  2.60  1.97
H  -0.36  1.80  0.21
H  0.76  -0.65  -3.37
H  -4.15  1.16  -0.83
H  0.63  1.74  3.04
H  -2.12  -0.30  2.69
H  0.16  1.83  -2.10
H  -0.69  -0.36  1.94
H  -2.99  -0.24  1.52
H  -1.69  0.34  -2.62
H  2.09  0.00  3.41
H  0.46  -4.14  -1.11
H  1.04  -1.21  1.89
H  3.38  0.63  2.64

Löwdin population analysis, charges in e, atoms 1 to 4:
1. S 0.339
2. O -0.086
3. O -0.091
4. O -0.113

Here is a single C4H7NO2 molecule from the OMol25 dataset. Energies are from ωB97M-V/def2-TZVPD.

Values from the calculation:
electronic energy = -361.6719 hartree
SMILES = C/C(=N\O)[C@H]1CO1
max |F| = 3.01 eV Å⁻¹
LUMO level = -0.11 eV
energy above the lowest of the compared OMol25 structures with the same formula, charge and spin = 548.7 kJ/mol
HOMO energy = -9.740 eV

Positions of all 14 atoms, in Å:
O  2.07  -0.55  -0.82
O  -0.22  0.45  1.79
N  0.82  -1.10  -0.60
C  -0.03  -0.12  -0.61
C  -0.73  -0.87  1.71
C  0.08  1.14  -1.43
C  -1.03  -0.25  0.41
H  0.61  0.93  -2.37
H  2.23  -0.53  0.21
H  -0.91  1.53  -1.70
H  -1.97  0.26  0.27
H  0.03  -1.65  1.76
H  -1.56  -1.10  2.38
H  0.63  1.93  -0.91

Löwdin population analysis, charges in e, atoms 1 to 4:
1. O -0.095
2. O -0.062
3. N 0.020
4. C -0.342

Here is a single C25H18N8O2 molecule from the OMol25 dataset. Energies are from ωB97M-V/def2-TZVPD.

Values from the calculation:
electronic energy = -1551.7947 hartree
max |F| = 3.22 eV Å⁻¹
LUMO level = -0.88 eV
energy above the lowest of the compared OMol25 structures with the same formula, charge and spin = 0.0 kJ/mol
HOMO energy = -7.153 eV

Positions of all 53 atoms, in Å:
O  -0.39  2.92  -0.78
O  0.51  1.12  0.14
N  0.15  2.33  0.20
N  1.57  -0.15  2.70
N  0.85  -1.33  2.68
N  2.45  4.32  5.11
N  -0.51  0.42  2.73
N  1.29  3.30  3.58
N  1.72  5.28  4.48
N  2.25  3.14  4.58
C  0.41  5.25  2.38
C  1.08  4.67  3.47
C  3.40  -1.68  2.75
C  -3.99  1.39  2.09
C  5.63  -0.86  3.17
C  0.34  3.07  1.38
C  -4.00  2.63  2.72
C  -1.43  -2.05  3.09
C  -1.70  2.40  3.37
C  -2.86  3.17  3.29
C  -2.49  -1.89  4.02
C  -3.39  -4.09  3.51
C  -0.40  -1.00  2.82
C  4.76  -1.91  2.84
C  -2.25  -4.35  2.73
C  0.76  0.95  2.75
C  -1.28  -3.35  2.53
C  0.20  4.44  1.31
C  2.93  -0.38  2.96
C  5.12  0.41  3.49
C  -1.70  1.17  2.71
C  -2.81  0.64  2.07
C  1.15  2.33  2.43
C  -3.46  -2.87  4.19
C  3.74  0.63  3.52
H  2.68  -2.47  2.52
H  -2.11  -5.34  2.28
H  -2.52  -0.99  4.64
H  5.77  1.25  3.71
H  -4.87  1.00  1.60
H  -2.75  -0.34  1.59
H  5.13  -2.90  2.60
H  -4.29  -2.71  4.88
H  2.12  2.24  1.90
H  3.29  1.51  3.94
H  6.70  -1.03  3.18
H  -4.94  3.17  2.80
H  -0.82  2.70  3.95
H  -2.80  4.18  3.70
H  -4.19  -4.84  3.60
H  -0.12  4.88  0.37
H  0.09  6.29  2.41
H  -0.39  -3.59  1.95

Löwdin population analysis, charges in e, atoms 1 to 4:
1. O -0.014
2. O -0.006
3. N -0.348
4. N 0.049

Here is C24H66FeN8O12 as an isolated structure from the OMol25 dataset. Energies are from ωB97M-V/def2-TZVPD.

Values from the calculation:
electronic energy = -3558.2777 hartree
max |F| = 3.63 eV Å⁻¹
LUMO level (alpha / beta) = -0.23 / -0.70 eV
2S+1 = 5
HOMO energy (alpha / beta) = -8.860 / -8.838 eV

Positions of all 111 atoms, in Å:
Fe  -7.96  12.19  -17.39
O  -9.55  17.22  -14.37
O  -8.87  10.34  -17.94
O  -9.94  8.54  -17.50
O  -10.55  14.14  -20.96
O  -9.07  12.20  -15.63
O  -10.70  13.30  -14.79
O  -5.49  13.08  -11.88
O  -9.21  12.54  -13.53
O  -13.78  9.89  -14.55
O  -6.78  13.71  -16.63
O  -8.95  8.77  -12.25
O  -9.82  9.12  -19.47
N  -7.41  8.57  -15.65
N  -9.51  9.32  -18.32
N  -12.48  12.63  -12.41
N  -6.26  11.04  -16.67
N  -9.65  12.69  -14.65
N  -9.48  13.39  -18.25
N  -4.88  11.65  -9.49
N  -10.82  15.69  -16.80
C  -12.93  10.87  -14.06
C  -5.51  11.06  -10.63
C  -11.53  17.80  -17.69
C  -6.29  7.89  -13.67
C  -6.91  15.09  -16.42
C  -13.11  11.34  -12.61
C  -7.70  8.17  -14.27
C  -11.76  12.32  -17.80
C  -6.24  14.16  -12.46
C  -9.51  9.82  -11.53
C  -11.22  14.91  -21.98
C  -6.33  12.04  -11.48
C  -10.52  17.71  -15.33
C  -4.51  11.22  -15.16
C  -8.34  17.91  -14.49
C  -5.57  13.26  -16.07
C  -11.40  13.87  -19.81
C  -10.70  12.87  -18.89
C  -5.74  11.85  -15.54
C  -6.36  9.91  -10.13
C  -10.53  17.08  -16.73
C  -14.57  11.51  -12.32
C  -13.42  9.29  -15.76
C  -8.58  9.23  -13.51
H  -12.67  8.52  -15.60
H  -12.00  13.06  -17.03
H  -15.07  10.57  -12.55
H  -3.92  11.35  -9.52
H  -4.87  13.27  -16.91
H  -10.43  11.93  -19.39
H  -12.29  13.37  -20.20
H  -8.78  10.62  -11.41
H  -5.66  7.32  -14.36
H  -6.71  13.79  -13.37
H  -6.73  9.22  -10.89
H  -3.93  11.67  -14.35
H  -9.01  14.04  -18.87
H  -8.22  8.96  -16.10
H  -5.86  8.82  -13.30
H  -10.69  14.75  -22.91
H  -13.01  10.00  -16.48
H  -6.59  15.41  -15.43
H  -9.82  9.57  -10.51
H  -5.54  10.73  -17.31
H  -14.81  11.74  -11.28
H  -12.29  14.79  -22.19
H  -4.98  13.82  -15.35
H  -5.78  9.19  -9.54
H  -10.51  18.79  -15.48
H  -12.51  17.36  -17.53
H  -11.82  15.61  -16.67
H  -7.47  17.43  -14.04
H  -5.55  14.91  -12.84
H  -11.91  10.52  -14.25
H  -7.39  7.66  -16.09
H  -3.80  11.24  -15.99
H  -11.47  12.54  -12.37
H  -8.02  17.98  -15.53
H  -13.07  11.75  -14.68
H  -12.69  12.03  -18.28
H  -6.47  11.85  -14.73
H  -11.65  14.80  -19.30
H  -9.52  17.18  -17.13
H  -4.72  10.74  -11.30
H  -8.04  10.17  -13.45
H  -7.94  15.40  -16.62
H  -14.34  8.89  -16.19
H  -11.33  15.97  -21.74
H  -10.58  15.25  -15.92
H  -7.13  12.40  -10.84
H  -6.46  10.17  -16.20
H  -8.20  7.20  -14.25
H  -11.49  17.52  -14.87
H  -6.75  11.52  -12.35
H  -9.50  9.21  -14.10
H  -6.19  15.56  -17.08
H  -12.80  10.55  -11.92
H  -7.01  14.63  -11.85
H  -15.11  12.29  -12.86
H  -8.43  18.86  -13.96
H  -4.80  12.63  -9.73
H  -9.86  14.07  -17.61
H  -10.41  10.17  -12.03
H  -11.21  17.66  -18.72
H  -11.74  18.84  -17.46
H  -4.59  10.17  -14.88
H  -12.41  13.05  -13.32
H  -7.25  10.32  -9.65
H  -11.34  11.42  -17.36
H  -6.42  7.30  -12.76

Löwdin population analysis, charges in e, atoms 1 to 4:
1. Fe 0.920
2. O -0.163
3. O -0.144
4. O 0.001